Record 1
Entry from OMol25: a structure of composition C24H44Cl3N2O4RhSi (ωB97M-V/def2-TZVPD).

Each line ends with the Löwdin charge.
Element x y z (Å)
1 C 1.63 -0.75 -3.20  -0.04
2 C 1.20 0.67 -3.14  -0.24
3 H 1.30 -1.24 -4.12  0.06
4 H 1.19 -1.29 -2.35  0.04
5 H 2.73 -0.85 -3.11  0.10
6 C 0.69 1.39 -4.15  -0.12
7 C 0.48 0.88 -5.53  -0.10
8 H 0.38 2.43 -3.99  0.10
9 H 0.68 -0.20 -5.62  0.06
10 H 1.11 1.41 -6.26  0.08
11 H -0.57 1.03 -5.85  0.07
12 Rh 0.11 -0.11 0.81  0.86
13 Cl 2.34 0.29 1.09  0.08
14 Cl 0.30 -2.28 0.14  0.06
15 C 0.54 2.83 1.63  -0.30
16 O -0.33 1.93 1.54  -0.14
17 N 0.23 4.08 2.01  -0.17
18 C -1.12 4.44 2.41  -0.02
19 C 1.22 5.14 1.99  -0.04
20 H 1.60 2.64 1.41  0.08
21 H -1.76 3.55 2.49  0.09
22 H -1.55 5.15 1.68  0.09
23 H -1.08 4.96 3.37  0.09
24 H 2.18 4.74 1.64  0.10
25 H 1.34 5.56 3.00  0.09
26 H 0.90 5.95 1.32  0.09
27 H -1.49 -1.01 -2.77  0.10
28 H -2.36 1.45 -3.20  0.09
29 C -2.29 -1.13 -2.03  -0.03
30 C -3.18 1.12 -2.55  -0.04
31 N -2.71 0.18 -1.55  -0.17
32 H -1.93 -1.75 -1.20  0.04
33 C -2.56 0.55 -0.28  -0.28
34 O -2.05 -0.19 0.62  -0.17
35 H -3.61 1.99 -2.05  0.09
36 H -2.91 1.57 -0.04  0.15
37 H -3.15 -1.61 -2.52  0.10
38 H -3.93 0.64 -3.18  0.09
39 O 0.18 0.55 -1.09  -0.34
40 C 1.21 1.23 -1.72  -0.42
41 C -0.06 3.46 -1.54  -0.05
42 C 1.14 2.77 -1.61  -0.18
43 H -0.99 2.89 -1.52  0.10
44 C -0.07 4.85 -1.52  -0.09
45 H 2.15 0.91 -1.25  0.06
46 C 2.34 3.49 -1.69  -0.03
47 H -1.02 5.39 -1.47  0.10
48 C 1.13 5.58 -1.60  -0.11
49 C 2.33 4.88 -1.68  -0.09
50 H 3.27 2.93 -1.77  0.12
51 H 1.12 6.67 -1.60  0.10
52 H 3.27 5.43 -1.75  0.10
53 Si 0.45 -7.02 0.04  0.12
54 Cl 0.67 -6.43 -1.96  0.27
55 C -1.39 -6.91 0.38  -0.23
56 C 1.55 -5.75 0.84  -0.25
57 C 1.01 -8.79 0.49  -0.21
58 H -1.78 -5.96 -0.01  0.03
59 H -1.60 -6.96 1.46  0.03
60 H -1.92 -7.73 -0.12  0.03
61 H 0.38 -9.54 0.00  0.03
62 H 0.92 -8.93 1.59  0.03
63 H 2.06 -8.95 0.21  0.03
64 H 1.27 -4.73 0.53  -0.05
65 H 2.59 -5.93 0.53  0.04
66 H 1.49 -5.81 1.94  0.03
67 C -1.16 0.01 5.06  -0.16
68 C 0.17 -0.70 5.29  -0.16
69 C 0.84 -0.68 3.92  -0.19
70 O -0.23 -0.58 2.94  -0.33
71 C -1.51 -0.36 3.62  -0.17
72 H -1.94 -0.28 5.76  0.11
73 H -1.04 1.10 5.11  0.12
74 H 0.01 -1.73 5.59  0.11
75 H 0.78 -0.21 6.05  0.11
76 H 1.50 0.19 3.78  0.09
77 H 1.43 -1.58 3.70  0.12
78 H -2.08 -1.30 3.56  0.13
79 H -2.06 0.41 3.08  0.10

Output
E_LUMO (spin up / spin down): 0.39 / -0.98 eV
Charge: 0
Multiplicity: 5
<S²>: 6.012
Frontier orbital gap (spin up / spin down): 7.599 / 7.066 eV

Record 2
Entry from OMol25: a cluster of 10 separate species, C36H54N2O16 in total (ωB97M-V/def2-TZVPD).

Each line ends with the Löwdin charge.
Element x y z (Å)
1 O -5.47 2.57 -4.41  0.08
2 C -4.66 1.70 -4.13  -0.54
3 O -3.68 1.48 -4.95  0.06
4 C -2.97 0.26 -4.52  -0.11
5 C -3.40 0.01 -3.08  -0.17
6 C -4.69 0.76 -2.96  -0.07
7 H -1.91 0.43 -4.63  0.09
8 H -3.19 -0.58 -5.15  0.11
9 H -2.68 0.41 -2.43  0.06
10 H -3.42 -1.08 -2.88  0.10
11 H -4.81 1.32 -2.04  0.11
12 H -5.61 0.23 -3.16  0.13
13 O -1.02 -3.69 3.15  0.09
14 C -0.34 -4.68 2.97  -0.48
15 O -0.91 -5.91 2.84  0.03
16 C 0.14 -6.82 2.46  -0.16
17 C 1.50 -6.23 2.83  -0.11
18 C 1.14 -4.70 2.86  -0.06
19 H -0.06 -6.92 1.42  0.08
20 H -0.04 -7.78 2.95  0.13
21 H 2.18 -6.59 2.07  0.11
22 H 1.84 -6.56 3.80  0.11
23 H 1.40 -4.15 1.96  0.12
24 H 1.50 -4.07 3.68  0.14
25 O 1.25 1.86 0.44  0.13
26 C 1.64 2.41 1.40  -0.48
27 O 0.98 2.31 2.58  -0.01
28 C 1.45 3.31 3.55  -0.11
29 C 2.86 3.75 3.08  -0.14
30 C 2.87 3.33 1.64  -0.07
31 H 1.47 2.75 4.50  0.13
32 H 0.69 4.11 3.49  0.11
33 H 3.61 3.32 3.75  0.12
34 H 3.02 4.80 3.17  0.11
35 H 3.72 2.75 1.33  0.11
36 H 2.82 4.11 0.90  0.11
37 O -4.00 2.00 0.22  0.05
38 C -3.55 2.57 1.26  -0.47
39 O -2.61 2.04 2.04  0.02
40 C -2.28 2.99 3.08  -0.17
41 C -3.51 3.76 3.29  -0.13
42 C -4.01 3.84 1.84  -0.07
43 H -1.44 3.54 2.73  0.08
44 H -1.89 2.46 3.96  0.14
45 H -3.34 4.71 3.81  0.13
46 H -4.15 3.10 3.91  0.13
47 H -3.59 4.61 1.23  0.12
48 H -5.11 3.92 1.74  0.14
49 O 4.20 0.59 3.06  0.11
50 C 4.15 -0.25 2.19  -0.49
51 O 4.59 0.08 0.97  0.03
52 C 4.24 -1.04 0.09  -0.11
53 C 4.30 -2.28 1.03  -0.13
54 C 3.73 -1.71 2.33  -0.06
55 H 4.97 -1.16 -0.67  0.11
56 H 3.24 -1.00 -0.30  0.09
57 H 5.32 -2.65 1.18  0.12
58 H 3.70 -3.12 0.71  0.10
59 H 4.17 -2.03 3.28  0.13
60 H 2.66 -1.70 2.42  0.10
61 O 0.82 -1.90 -0.55  0.12
62 C 0.05 -1.42 0.18  -0.54
63 O 0.32 -1.25 1.46  0.02
64 C -0.87 -0.75 2.15  -0.11
65 C -2.02 -1.12 1.22  -0.13
66 C -1.36 -0.92 -0.12  -0.05
67 H -0.78 0.33 2.23  0.10
68 H -0.94 -1.26 3.13  0.12
69 H -2.88 -0.53 1.52  0.11
70 H -2.27 -2.17 1.40  0.09
71 H -1.20 0.12 -0.42  0.12
72 H -1.79 -1.39 -0.99  0.09
73 O 0.09 0.88 -3.36  0.10
74 C 1.29 0.90 -3.49  -0.49
75 O 1.88 1.65 -4.46  0.03
76 C 3.31 1.54 -4.33  -0.11
77 C 3.60 0.83 -2.94  -0.12
78 C 2.25 0.29 -2.56  -0.11
79 H 3.81 2.51 -4.32  0.12
80 H 3.57 0.95 -5.18  0.11
81 H 3.99 1.53 -2.19  0.11
82 H 4.45 0.15 -3.08  0.11
83 H 1.90 0.59 -1.55  0.12
84 H 2.08 -0.79 -2.54  0.10
85 O 0.02 4.93 1.25  0.12
86 C -0.28 4.57 0.16  -0.48
87 O -1.30 3.71 -0.07  0.01
88 C -1.35 3.31 -1.50  -0.09
89 C 0.01 3.68 -2.03  -0.15
90 C 0.36 4.87 -1.17  -0.08
91 H -2.17 3.87 -1.94  0.14
92 H -1.59 2.27 -1.58  0.10
93 H 0.00 3.94 -3.10  0.14
94 H 0.74 2.90 -1.77  0.10
95 H -0.14 5.79 -1.49  0.13
96 H 1.42 5.17 -1.16  0.13
97 C 1.12 -3.34 -3.59  -0.06
98 C -0.26 -2.88 -3.55  -0.25
99 N -1.35 -2.54 -3.52  0.18
100 H 1.23 -4.24 -4.19  0.09
101 H 1.51 -3.58 -2.61  0.08
102 H 1.70 -2.49 -3.97  0.08
103 C -2.93 -4.65 0.28  -0.05
104 C -2.04 -5.72 -0.25  -0.25
105 N -1.38 -6.60 -0.61  0.12
106 H -2.58 -4.30 1.26  0.05
107 H -3.89 -5.14 0.49  0.09
108 H -3.15 -3.87 -0.45  0.08

Output
E_LUMO: 0.30 eV
Charge: 0
SMILES: O=C1CCCO1.O=C1CCCO1.O=C1CCCO1.O=C1CCCO1.O=C1CCCO1.O=C1CCCO1.O=C1CCCO1.O=C1CCCO1.CC#N.CC#N
Frontier orbital gap: 9.407 eV

Record 3
Entry from OMol25: a structure of composition C38H61AsBr2FN6O6RbS2Si4 (ωB97M-V/def2-TZVPD).

Each line ends with the Löwdin charge.
Element x y z (Å)
1 Rb -0.51 1.39 -0.94  0.92
2 Br -0.55 0.45 -4.68  0.69
3 C 1.17 1.32 -4.59  -1.01
4 Br 2.32 0.50 -3.28  0.65
5 H 0.99 2.34 -4.28  -0.02
6 H 1.64 1.24 -5.55  -0.01
7 C 1.70 -1.63 5.03  -0.19
8 Si 1.30 -0.33 3.70  0.35
9 C 2.01 1.31 4.29  -0.17
10 C -0.57 -0.18 3.74  -0.17
11 N 1.80 -0.74 2.13  -0.05
12 C 3.08 -0.89 1.75  -0.34
13 C 4.23 -0.91 2.58  -0.07
14 C 5.53 -1.06 2.10  -0.15
15 C 5.78 -1.20 0.74  -0.15
16 C 4.68 -1.20 -0.12  -0.05
17 C 3.41 -1.06 0.38  -0.27
18 F 2.38 -1.13 -0.51  -0.05
19 H 1.21 -1.38 5.97  0.01
20 H 2.77 -1.74 5.22  0.00
21 H 1.32 -2.61 4.71  0.01
22 H 1.81 1.50 5.35  0.02
23 H 1.55 2.12 3.71  0.03
24 H 3.09 1.36 4.13  0.01
25 H -0.88 0.15 4.74  0.02
26 H -1.06 -1.14 3.53  0.03
27 H -0.93 0.56 3.02  0.01
28 H 4.08 -0.80 3.65  0.07
29 H 6.35 -1.06 2.80  0.09
30 H 6.79 -1.30 0.36  0.08
31 H 4.81 -1.32 -1.20  0.10
32 C -5.45 6.75 4.39  -0.07
33 C -4.50 5.95 3.53  -0.29
34 C -3.87 4.81 4.03  -0.04
35 C -3.00 4.07 3.24  -0.04
36 C -2.76 4.47 1.93  -0.27
37 C -3.38 5.60 1.42  -0.05
38 C -4.25 6.33 2.22  -0.05
39 S -1.67 3.49 0.92  0.47
40 O -0.36 3.60 1.54  -0.32
41 O -1.76 4.02 -0.43  -0.35
42 N -2.15 2.01 1.09  -0.23
43 C -3.33 1.52 0.57  -0.42
44 C -4.35 2.31 0.00  -0.03
45 C -5.50 1.70 -0.45  -0.08
46 C -5.64 0.31 -0.33  -0.10
47 C -4.58 -0.38 0.22  -0.16
48 N -3.45 0.19 0.67  0.11
49 H -5.56 6.30 5.38  0.07
50 H -6.44 6.80 3.93  0.07
51 H -5.10 7.77 4.52  0.07
52 H -4.06 4.50 5.05  0.10
53 H -2.51 3.18 3.62  0.12
54 H -3.19 5.88 0.39  0.11
55 H -4.74 7.21 1.81  0.11
56 H -4.21 3.37 -0.14  0.10
57 H -6.28 2.29 -0.91  0.10
58 H -6.52 -0.20 -0.68  0.08
59 H -4.63 -1.46 0.32  0.09
60 O -0.50 -0.91 0.44  -0.31
61 H -1.25 -0.48 0.88  -0.03
62 H 0.29 -0.76 1.02  -0.02
63 O -2.56 3.84 -3.27  0.00
64 N -1.94 2.86 -2.85  -0.63
65 O -2.51 1.84 -2.42  -0.19
66 O -0.67 2.88 -2.88  -0.36
67 N 0.85 5.19 -2.76  0.10
68 C 1.81 4.86 -1.86  -0.67
69 N 2.02 3.68 -1.39  0.11
70 C 3.09 3.67 -0.51  -0.30
71 C 3.53 2.56 0.20  0.01
72 C 4.61 2.68 1.05  -0.07
73 C 5.26 3.90 1.21  -0.11
74 C 4.83 5.03 0.53  -0.12
75 C 3.74 4.90 -0.33  -0.49
76 S 2.95 6.11 -1.31  1.02
77 H 0.10 4.49 -2.85  0.06
78 H 0.55 6.15 -2.75  0.08
79 H 3.01 1.61 0.09  0.10
80 H 4.94 1.81 1.60  0.09
81 H 6.10 3.98 1.89  0.09
82 H 5.32 5.99 0.66  0.09
83 C -3.07 -3.85 -0.78  -0.22
84 Si -2.02 -3.66 -2.33  0.24
85 C -2.21 -5.26 -3.32  -0.22
86 C -2.80 -2.30 -3.35  -0.23
87 As 0.14 -2.93 -1.80  0.88
88 Si 0.62 -4.40 -0.02  0.27
89 C 2.47 -4.55 0.24  -0.19
90 C 0.00 -6.16 -0.31  -0.22
91 C -0.12 -3.83 1.59  -0.21
92 Si 1.37 -4.01 -3.50  0.23
93 C 3.16 -3.47 -3.38  -0.23
94 C 0.72 -3.31 -5.13  -0.23
95 C 1.45 -5.88 -3.74  -0.22
96 H -4.11 -3.98 -1.07  0.03
97 H -2.99 -2.95 -0.17  0.02
98 H -2.76 -4.70 -0.17  0.01
99 H -3.28 -5.46 -3.47  0.02
100 H -1.77 -6.11 -2.79  0.01
101 H -1.73 -5.18 -4.30  0.01
102 H -3.86 -2.51 -3.53  0.03
103 H -2.30 -2.18 -4.31  0.00
104 H -2.73 -1.34 -2.83  0.03
105 H 3.01 -4.79 -0.68  0.01
106 H 2.66 -5.34 0.96  0.03
107 H 2.89 -3.62 0.63  0.02
108 H 0.50 -6.64 -1.15  0.00
109 H -1.08 -6.20 -0.50  0.00
110 H 0.20 -6.76 0.59  0.03
111 H 0.27 -2.85 1.85  0.00
112 H 0.15 -4.55 2.37  0.03
113 H -1.21 -3.76 1.54  0.02
114 H 3.23 -2.43 -3.06  -0.02
115 H 3.64 -3.56 -4.36  0.03
116 H 3.73 -4.07 -2.66  0.01
117 H 0.94 -2.24 -5.18  0.00
118 H -0.36 -3.42 -5.23  0.00
119 H 1.19 -3.81 -5.98  0.03
120 H 1.88 -6.39 -2.87  0.01
121 H 2.10 -6.06 -4.59  0.02
122 H 0.47 -6.33 -3.94  0.01

Output
E_LUMO: 3.65 eV
Charge: -2
Frontier orbital gap: 5.632 eV

Record-wise molecular weight values, in g/mol: 661.98, 770.83, 1213.62
Record-wise energy values, in Eh: -3132.008025, -2717.585069, -11726.907499